This record from the OMol25 dataset describes a 13-piece molecular cluster, H26O13 overall in a non-equilibrium geometry. The level of theory is ωB97M-V with the def2-TZVPD basis set.

Atoms and positions in Å:
H: -3.53357 1.24037 -2.76812
O: 5.45305 -1.98343 -1.53219
H: -4.05797 -2.55160 1.13812
H: -2.42536 2.98708 -0.89121
O: -0.53563 -2.64122 -0.22196
H: -0.26752 -1.72064 -0.32015
H: 1.54105 -0.32944 1.83428
H: -1.06463 -2.71095 2.81874
O: -4.03265 -1.63338 0.84618
H: -3.83978 -1.13710 1.64960
O: -2.92951 0.56542 -3.09759
H: 0.12564 1.44719 0.13151
O: 3.80910 1.63088 0.69205
O: 1.12934 -0.98517 1.26026
O: -0.19285 -2.32284 2.68326
H: -2.70370 0.05049 -2.31474
O: -2.94701 -2.01953 -1.17094
O: 2.24123 -2.16348 -0.55726
O: -1.53306 2.62881 -0.95781
H: -2.37958 -2.03573 -1.94988
H: -0.96298 3.38259 -0.76858
H: -3.14738 -2.94802 -1.00741
H: 2.06416 -3.10956 -0.50666
H: -0.38855 0.92355 -1.19944
H: 0.70551 3.43817 -0.97156
O: 1.55426 3.60999 -0.54837
H: 0.35171 -0.53564 0.91071
H: -0.52400 -2.98612 -1.12191
H: 4.45653 1.93871 1.33631
O: -1.32322 3.32201 2.35025
H: 3.19935 -2.10867 -0.64664
H: 1.37457 3.49739 0.39186
O: 0.15615 1.62025 -0.81617
H: -1.88723 3.09617 3.09850
H: -1.83877 3.05798 1.57987
H: 5.73968 -1.24165 -2.07680
H: 4.81563 -1.59442 -0.92279
H: 3.71636 2.37050 0.08102
H: 0.08162 -2.04894 3.56566

Results
orbital gap	0.35202	Eh
relative energy (zero: lowest compared OMol25 entry of this formula, charge and spin)	6.7254	eV
charge	0
HOMO level	-9.71	eV
spin multiplicity	1
energy	-993.52608	Ha
LUMO level	-0.128	eV